# 1
Formula: C4H8ClNO
Source: the Open Molecules 2025 dataset
Level of theory: wB97M-V/def2-TZVPD

XYZ file:
```
15
Properties=species:S:1:pos:R:3:forces:R:3
C 0.3485 1.3170 -0.8311 -1.6337 -3.7318 -0.5346
C 0.2195 0.1211 0.1342 -0.6227 -3.3414 -2.4591
C -0.8054 0.2459 1.2280 -1.6899 -1.0280 -0.0994
C -0.1019 -1.3594 -0.7041 0.8139 4.5941 1.2679
Cl -1.5348 -1.0754 -1.6575 -0.3653 -0.3728 -0.5056
N 1.4308 0.0070 0.9084 2.1042 0.1041 0.8934
O 2.0774 -1.0101 0.9182 -0.9970 0.3731 -0.5596
H -0.6556 1.3229 -1.1671 -1.0996 0.8666 -0.5958
H 0.6610 2.2265 -0.5410 0.8618 3.0041 1.9923
H 0.9013 1.1193 -1.7129 0.8977 -0.7998 -0.7575
H -0.2053 0.7806 1.8932 -0.1357 1.4732 2.0094
H -1.0152 -0.7432 1.7004 0.3826 0.5629 -0.3773
H -1.8252 0.6681 1.0368 1.2797 0.0839 -0.2642
H -0.2754 -2.0624 0.0435 -0.3495 -1.2895 1.0103
H 0.7805 -1.5580 -1.2491 0.5535 -0.4987 -1.0202
```
Positions in Å, forces in eV/Å.

E_tot = -20334.3541 eV
Energy above the lowest of the compared OMol25 structures with the same formula, charge and spin = 78.33 kcal per mole
Structure (SMILES) = CC(C)(CCl)N=O
HOMO-LUMO gap = 9.09 eV



# 2
Formula: C26H22Br2IN2O11S3V
Source: the Open Molecules 2025 dataset
Level of theory: wB97M-V/def2-TZVPD

XYZ file:
```
68
Properties=species:S:1:pos:R:3:forces:R:3
V -0.7010 -0.7178 0.9179 -0.8762 0.1302 0.1378
C 0.4971 -2.1634 -3.8132 -0.0180 -0.0098 0.0312
C -0.7776 -1.3720 -3.7519 0.0490 -0.0584 -0.2155
C -1.4795 -1.0522 -4.9472 0.0807 -0.0484 0.1194
C -2.6128 -0.3098 -4.8730 -0.1063 0.0465 0.0636
C -3.0678 0.1460 -3.6113 -0.1653 0.1358 -0.2296
C -4.2093 0.9716 -3.4217 0.1130 -0.1006 0.0086
Br -5.2864 1.4789 -4.9032 0.0268 -0.0081 0.0179
C -4.5528 1.4237 -2.1880 0.0994 -0.0415 0.1356
C -3.7781 1.0580 -1.0615 -0.5375 0.3151 -0.3749
Br -4.2636 1.7808 0.6006 0.0665 -0.0482 0.0928
C -2.6995 0.2364 -1.1918 0.7031 -0.2930 0.6015
O -1.9771 -0.1221 -0.1267 -0.2532 0.3941 -0.3532
C -2.3103 -0.2240 -2.4865 0.1675 -0.0568 -0.0621
N -1.1881 -0.9846 -2.5777 -0.1895 0.1592 0.1399
H 0.4115 -3.0105 -4.4949 -0.0183 -0.0037 -0.0056
H 0.7497 -2.5212 -2.8175 0.0209 -0.0014 -0.0109
H 1.3123 -1.5314 -4.1720 0.0143 0.0153 0.0015
H -1.1073 -1.4051 -5.8996 0.0269 -0.0084 -0.0123
H -3.1740 -0.0537 -5.7610 0.0120 0.0073 -0.0105
H -5.4095 2.0665 -2.0498 -0.0025 0.0059 -0.0015
O 0.7985 -0.3989 -0.0668 0.5697 0.1839 -0.6252
C 1.8718 0.0989 -0.5193 -0.4326 -0.3858 0.3336
C 2.0126 1.2224 -1.3212 0.6821 0.2333 -0.0806
C 3.3624 1.5188 -1.7018 -0.5625 -0.2203 0.1818
C 3.6467 2.6396 -2.3966 0.3556 0.3561 -0.2565
C 2.6304 3.5923 -2.7411 0.1582 -0.0638 0.0520
C 1.3515 3.3597 -2.4055 -0.1770 -0.1472 0.1354
C 0.9201 2.1330 -1.7101 0.3449 -0.0273 -0.2363
O -0.2606 1.8981 -1.5125 -0.4034 -0.0821 0.1240
N 5.0295 2.9108 -2.7896 -0.5981 -0.0204 0.1109
O 5.8781 2.0754 -2.5390 0.1816 -0.0454 0.0068
O 5.2533 3.9677 -3.3572 0.1330 0.0108 -0.0356
H 2.7678 -0.4574 -0.2225 0.0454 0.1008 -0.0611
H 4.1595 0.8381 -1.4344 0.0104 -0.0098 0.0247
H 2.9220 4.4936 -3.2607 0.0186 -0.0180 -0.0188
H 0.5681 4.0654 -2.6492 -0.0150 -0.0211 -0.0036
O 2.3136 -2.2123 1.7363 0.0675 -0.0744 -0.1099
S 1.4757 -1.9545 2.8761 -0.7701 0.7834 -0.2849
O 1.3646 -2.9738 3.8711 0.0424 -0.0514 0.1950
O 0.0752 -1.5142 2.4354 0.8426 -0.5961 0.3169
C 2.1607 -0.4894 3.6571 0.0785 0.0135 0.1759
C 3.4590 -0.7460 4.0905 0.0217 0.0737 0.0444
C 4.2144 0.2278 4.7203 0.0389 -0.0998 -0.0175
C 3.6704 1.4806 4.9278 -0.0408 0.0740 0.0101
C 2.3798 1.7480 4.5022 -0.0254 -0.0022 0.0322
C 1.6024 0.7827 3.8698 0.2549 -0.1135 -0.0451
S -0.0284 1.3445 3.3591 -0.2216 -0.4912 -0.3238
O -0.1261 2.7280 3.7401 0.2190 0.0606 -0.2277
O -0.9825 0.4662 4.0011 0.0376 0.0766 0.0038
O 0.0305 1.1491 1.8679 -0.6056 -0.3582 0.4534
H 3.8814 -1.7281 3.9260 -0.0149 -0.0324 -0.0228
H 5.2232 0.0017 5.0408 -0.0004 -0.0026 0.0047
H 4.2480 2.2554 5.4153 -0.0105 0.0121 -0.0002
H 1.9385 2.7230 4.6494 0.0053 0.0170 -0.0056
I -1.1916 -4.3671 1.2533 0.0892 0.2116 -0.1620
C -0.8164 -2.6269 0.0272 0.0657 -0.1851 0.4289
H -1.5841 -2.6609 -0.7379 0.0340 0.0745 0.0152
H 0.1576 -2.8359 -0.4070 -0.0162 0.0518 -0.0347
C -2.6844 -2.0768 3.9106 0.0435 -0.2152 0.0450
S -2.9469 -1.0480 2.4672 0.4941 0.4855 -0.0792
C -4.1368 -1.9919 1.5246 -0.1497 -0.2227 -0.1339
H -2.7558 -3.1277 3.6356 0.0194 0.0207 0.0171
H -3.4073 -1.8288 4.6856 -0.0390 0.0150 -0.0337
H -1.6804 -1.8655 4.2703 -0.0133 0.0410 -0.0317
H -5.1232 -1.9412 1.9853 0.0271 0.0057 0.0462
H -3.8197 -3.0289 1.4215 -0.0184 0.0099 -0.0028
H -4.1987 -1.5411 0.5347 0.0202 0.0433 0.0014
```
Positions in Å, forces in eV/Å.

<S²> = 0.769
Multiplicity = 2
E_tot = -259202.3122 eV
Energy above the lowest of the compared OMol25 structures with the same formula, charge and spin = 29.31 kcal per mole
Charge = -1
HOMO-LUMO gap (alpha / beta) = 7.16 / 7.44 eV



# 3
Formula: C30H20AsCl2N3O9SW
Source: the Open Molecules 2025 dataset
Level of theory: wB97M-V/def2-TZVPD

XYZ file:
```
67
Properties=species:S:1:pos:R:3:forces:R:3
W 0.5476 0.7996 1.5320 -0.5523 -0.8556 -1.7614
O 1.5249 1.9941 2.5509 0.5294 -0.5185 1.0206
As 3.1402 -0.3638 2.6673 1.8565 0.1341 1.6331
O 4.5913 -0.5857 1.9605 -0.1193 -0.6969 -0.1296
O 1.6713 -0.5630 1.2995 0.0862 1.6106 0.0614
C 2.5035 -2.1713 3.3351 -0.6849 -0.0967 -0.6428
C 3.4173 -3.1681 3.6375 -0.0037 0.1601 -0.0140
C 2.9989 -4.4523 3.9589 0.0874 -0.0518 0.0474
C 1.6513 -4.7726 3.9716 -0.0348 -0.0721 -0.0276
C 0.7051 -3.8028 3.6850 0.0261 0.1342 -0.0306
C 1.1363 -2.5156 3.3733 0.3422 0.0063 0.1738
S -0.1921 -1.3476 3.1921 -0.2670 0.1888 -0.0561
O -1.2651 -1.7811 4.0231 -0.0070 0.0322 0.0806
O -0.6232 -1.0823 1.7648 -0.1641 0.1292 0.8819
O 0.3474 0.0476 3.5193 -0.0788 -0.3888 -0.2098
H 1.9020 2.8715 2.4300 -0.2105 0.0219 -0.4255
H 4.4716 -2.9171 3.5997 0.0164 -0.0678 -0.0616
H 3.7324 -5.2145 4.1911 -0.0012 0.0087 0.0040
H 1.3303 -5.7772 4.2126 -0.0007 0.0035 -0.0061
H -0.3508 -4.0333 3.7088 0.0052 -0.0111 0.0566
Cl 0.7335 5.1026 -1.0214 -0.0042 0.0445 0.0642
C -0.4474 4.6587 0.1559 -0.1238 0.1360 -0.0621
C -1.4872 5.5514 0.4786 0.1360 -0.0379 -0.1234
C -2.4722 5.1800 1.3419 -0.1913 0.0209 0.0528
Cl -3.7585 6.2925 1.7035 0.0670 -0.0645 -0.0226
C -2.4809 3.8897 1.9234 -0.1284 0.0305 0.1182
C -3.5223 3.3731 2.7327 0.1209 0.1030 -0.1176
C -3.4500 2.0888 3.1746 0.0685 -0.1895 0.0299
C -2.3078 1.3171 2.8925 -0.0826 0.0059 0.2444
N -1.2945 1.7899 2.2073 -0.5393 0.2379 -0.4032
C -1.3988 3.0418 1.6439 0.0471 0.1607 -0.0402
C -0.3665 3.4152 0.7400 0.0142 -0.1479 0.1977
O 0.6106 2.5659 0.4820 -0.4872 0.1328 -0.0543
H -1.5088 6.5303 0.0208 0.0315 -0.0139 -0.0198
H -4.3756 3.9942 2.9672 0.0077 0.0148 -0.0352
H -4.2535 1.6466 3.7444 0.0405 -0.0270 0.0288
H -2.2305 0.3040 3.2571 -0.0322 0.0045 0.0506
O -2.9255 -0.1971 0.0891 -0.0228 -0.0561 0.0150
C -1.8675 -0.2443 -0.4813 0.0112 0.1231 0.1590
N -1.5338 -1.0032 -1.5752 0.0214 -0.0537 0.0031
C -0.2622 -0.6082 -2.1854 -0.2220 0.1232 -0.1138
C 0.2601 0.2335 -1.0359 0.1158 0.4966 -0.2522
O 1.4018 0.6256 -0.8206 0.0004 -0.1264 -0.2499
N -0.7184 0.5234 -0.1527 0.4006 -0.6596 -0.1283
C -0.5228 0.2731 -3.4101 -0.0533 -0.0029 0.0273
C -0.3444 1.6507 -3.3832 0.0252 -0.0327 -0.0003
C -0.6755 2.4165 -4.4951 -0.0111 0.0030 0.0048
C -1.1912 1.8133 -5.6301 0.0042 -0.0129 -0.0078
C -1.3683 0.4350 -5.6602 -0.0176 0.0086 0.0058
C -1.0334 -0.3304 -4.5566 0.0470 0.0043 -0.0045
C 0.6720 -1.7633 -2.4939 -0.0777 -0.0517 0.0511
C 1.8482 -1.5102 -3.1932 0.0067 0.0070 0.0042
C 2.7239 -2.5440 -3.4757 -0.0045 -0.0174 0.0096
C 2.4290 -3.8393 -3.0681 0.0131 0.0115 0.0049
C 1.2607 -4.0921 -2.3689 -0.0031 0.0075 -0.0028
C 0.3842 -3.0543 -2.0754 0.0111 -0.0158 0.0040
H -2.2655 -1.4415 -2.1107 -0.0534 0.1316 -0.0268
H 0.0637 2.1375 -2.5047 0.0024 0.0221 -0.0186
H -0.5293 3.4886 -4.4678 0.0057 -0.0042 0.0102
H -1.4527 2.4123 -6.4927 0.0086 -0.0026 -0.0001
H -1.7669 -0.0429 -6.5457 0.0065 0.0025 -0.0011
H -1.1560 -1.4078 -4.5863 0.0131 0.0038 -0.0102
H 2.0798 -0.5005 -3.5087 -0.0071 -0.0069 -0.0108
H 3.6379 -2.3399 -4.0176 0.0086 0.0041 0.0174
H 3.1146 -4.6469 -3.2891 -0.0041 0.0022 -0.0123
H 1.0268 -5.0989 -2.0480 0.0021 0.0042 0.0164
H -0.5194 -3.2509 -1.5136 0.0034 0.0061 0.0040
```
Positions in Å, forces in eV/Å.

E_tot = -152878.7540 eV
Energy above the lowest of the compared OMol25 structures with the same formula, charge and spin = 69.69 kcal per mole
HOMO-LUMO gap (alpha / beta) = 6.17 / 6.17 eV



# 4
Formula: C6H7NO
Source: the Open Molecules 2025 dataset
Level of theory: wB97M-V/def2-TZVPD

XYZ file:
```
15
Properties=species:S:1:pos:R:3:forces:R:3
O -1.4091 -1.8691 0.3704 1.3006 2.4479 1.0294
C -0.6659 -0.8955 0.2836 0.3673 -2.2628 -2.0586
C 0.5421 -0.0178 0.9622 0.6373 -10.0623 5.0025
C 1.3745 -0.7976 -0.1788 -3.8854 -2.7455 4.4621
C 0.1478 -0.4893 -0.9958 -2.8199 0.7978 1.6446
C 0.0944 1.1005 -0.9209 3.1240 -3.1630 -0.2382
C -0.7942 1.8426 0.0256 2.8288 -0.2900 -0.6870
N 0.5472 1.1460 0.5285 -2.6682 12.0087 -4.5837
H 0.8600 -0.0623 2.0446 -0.5585 -0.5249 -0.9246
H 1.5027 -1.8519 0.2443 0.4028 1.2899 -1.5996
H 2.0254 -0.2253 -0.6482 4.5434 2.0268 -1.0983
H 0.1872 -1.0274 -1.8723 -1.0722 -0.7684 -2.3339
H 0.9132 1.3590 -1.6502 -1.3926 1.3732 0.6791
H -0.4459 2.9186 -0.0365 -1.7991 -1.1164 0.4076
H -1.7924 1.3636 0.1992 0.9918 0.9891 0.2984
```
Positions in Å, forces in eV/Å.

E_tot = -9866.7177 eV
Energy above the lowest of the compared OMol25 structures with the same formula, charge and spin = 136.98 kcal per mole
Structure (SMILES) = O=C1[C@H]2C[C@@H]1[C@H]1CN21
HOMO-LUMO gap = 9.30 eV



# 5
Formula: CH2F2N2OP
Source: the Open Molecules 2025 dataset
Level of theory: wB97M-V/def2-TZVPD

XYZ file:
```
9
Properties=species:S:1:pos:R:3:forces:R:3
F -1.9127 0.0687 -0.5906 -1.4240 1.1391 -0.3177
C -1.1466 -0.8993 -0.2124 2.1073 3.8430 2.5450
F -0.8667 -0.7450 1.1143 -0.4158 -0.3024 -0.3723
O 0.0993 -0.6686 -0.8758 0.6917 -0.7195 -0.4495
N 0.7103 0.3826 -0.3602 2.4583 1.2633 -1.3793
P 1.1674 1.8744 0.5716 -0.8959 0.3908 -0.4373
N 1.8278 0.8014 -0.7170 -2.2375 -1.4845 -0.4150
H -1.5612 -1.7936 -0.3657 -0.9802 -3.8427 -1.1659
H 1.6822 0.9794 1.4360 0.6962 -0.2870 1.9921
```
Positions in Å, forces in eV/Å.

E_tot = -20808.1765 eV
Energy above the lowest of the compared OMol25 structures with the same formula, charge and spin = 117.74 kcal per mole
Charge = +1
Structure (SMILES) = FC(F)O[N+]1=[PH]=N1
HOMO-LUMO gap = 10.40 eV



# 6
Formula: C4H8O2
Source: the Open Molecules 2025 dataset
Level of theory: wB97M-V/def2-TZVPD

XYZ file:
```
14
Properties=species:S:1:pos:R:3:forces:R:3
C -0.1895 1.4911 1.5043 -0.0341 0.0939 0.0133
C -0.4347 0.3178 0.5849 -0.2240 -0.1609 0.1139
O -1.3866 -0.4207 0.7686 0.3738 0.2709 -0.0462
C 0.5387 0.0843 -0.5527 -0.0284 -0.0151 -0.0029
C 0.4339 -1.3281 -1.1244 0.3588 0.0512 0.0672
O -0.8303 -1.5782 -1.6848 -0.2123 -0.0394 0.0853
H 0.3785 2.2942 1.0234 -0.1002 -0.1695 0.0457
H -1.1465 1.8668 1.8748 0.1610 -0.0536 -0.0377
H 0.3904 1.1344 2.3650 -0.0571 0.0413 -0.1422
H 0.2953 0.8171 -1.3357 0.0406 -0.0546 0.1002
H 1.5603 0.3103 -0.2184 -0.1547 -0.0399 -0.0178
H 0.6754 -2.0551 -0.3330 -0.0662 0.0761 -0.1017
H 1.1691 -1.4595 -1.9232 -0.0596 0.0297 0.0894
H -1.4538 -1.4743 -0.9489 0.0024 -0.0302 -0.1665
```
Positions in Å, forces in eV/Å.

E_tot = -8372.5262 eV
Energy above the lowest of the compared OMol25 structures with the same formula, charge and spin = 17.42 kcal per mole
Structure (SMILES) = CC(=O)CCO
HOMO-LUMO gap = 10.81 eV